Entry 1:
Molecular formula: C3H10N2S2
Method: DFT, ωB97M-V with the def2-TZVPD basis set

As for the HOMO-LUMO gap: 8.514 eV. The calculation puts the HOMO energy at -0.2903 hartree. As for the structure (SMILES): NC[C@@H](N)CSS. Its total charge is 0.

Last column: Mulliken charge in e.
Geometry (Å):
N 1.78 1.72 0.97  -0.619
C 0.71 0.76 1.18  -0.503
C 0.00 0.29 -0.15  0.097
N 0.88 -0.36 -1.03  -0.600
C -1.19 -0.60 0.31  -1.009
S -2.38 -0.99 -0.91  -0.044
S -1.58 -2.44 -2.20  -0.206
H 1.61 2.38 0.22  0.210
H 1.99 2.36 1.73  0.249
H -0.06 1.34 1.73  0.324
H 0.93 -0.20 1.71  0.256
H -0.45 1.16 -0.62  0.344
H 1.16 -1.29 -0.62  0.303
H 1.80 0.12 -0.87  0.351
H -1.74 -0.20 1.16  0.351
H -0.81 -1.66 0.55  0.327
H -2.67 -2.38 -3.16  0.170

Entry 2:
Molecular formula: C3H10N3
Method: DFT, ωB97M-V with the def2-TZVPD basis set

As for the HOMO-LUMO gap: 8.703 eV. The calculation puts the HOMO energy at -0.4884 hartree. As for the structure (SMILES): CN(C)/[NH+]=C\N. Its total charge is +1.

Last column: Mulliken charge in e.
Geometry (Å):
C 1.78 1.00 -0.10  -0.908
N 0.54 0.40 -0.18  -0.019
C 0.68 -1.11 -0.25  -0.998
N -0.44 0.56 0.89  -0.305
C -1.89 0.27 0.55  0.079
N -2.16 -0.50 -0.46  -0.318
H 1.69 2.06 -0.13  0.342
H 2.39 0.72 0.75  0.409
H 2.48 0.50 -0.81  0.310
H -0.22 -1.64 0.09  0.356
H 0.95 -1.21 -1.38  0.378
H 1.51 -1.63 0.21  0.339
H -0.20 1.53 1.19  0.328
H -2.55 0.63 1.34  0.392
H -3.08 -1.05 -0.51  0.294
H -1.47 -0.55 -1.20  0.319

Entry 3:
Molecular formula: C3H10N3O
Method: DFT, ωB97M-V with the def2-TZVPD basis set

As for the HOMO-LUMO gap: 12.217 eV. The calculation puts the HOMO energy at -0.5530 hartree. As for the structure (SMILES): C[C@@H](N)OC(N)=[NH2+]. Its total charge is +1.

Last column: Mulliken charge in e.
Geometry (Å):
C -0.57 -2.02 -0.33  -1.205
C -0.49 -0.48 -0.52  0.178
N -1.41 0.33 0.24  -0.581
O 0.86 -0.29 -0.03  -0.321
C 1.27 0.93 0.21  0.626
N 2.58 1.03 0.19  -0.399
N 0.44 1.92 0.45  -0.304
H -0.03 -2.34 0.60  0.358
H -0.24 -2.60 -1.23  0.310
H -1.57 -2.33 0.10  0.375
H -0.63 -0.19 -1.56  0.396
H -2.28 0.44 -0.21  0.245
H -1.59 -0.03 1.13  0.233
H 2.96 1.99 0.23  0.253
H 3.13 0.38 -0.35  0.272
H -0.54 1.46 0.41  0.453
H 0.74 2.78 0.63  0.111

Entry 4:
Molecular formula: C3H10N3O
Method: DFT, ωB97M-V with the def2-TZVPD basis set

As for the HOMO-LUMO gap: 9.687 eV. The calculation puts the HOMO energy at -0.5275 hartree. Its total charge is +1.

Last column: Mulliken charge in e.
Geometry (Å):
C -2.23 -0.94 1.33  -0.805
C -1.20 1.22 1.36  -0.058
N -1.08 -0.04 1.19  -0.091
H -2.00 -1.81 1.92  0.335
H -2.53 -1.35 0.37  0.327
H -3.08 -0.39 1.71  0.285
H -2.15 1.67 1.73  0.256
H -0.32 1.86 1.18  0.230
H -0.03 -0.36 0.82  0.508
N 1.42 -0.20 0.33  -0.571
C 1.27 0.01 -1.11  0.403
N -0.06 0.17 -1.53  -0.284
O 2.26 -0.05 -1.82  -0.521
H 1.95 -1.07 0.34  0.289
H 2.04 0.51 0.70  0.283
H -0.92 -0.09 -1.03  0.162
H -0.05 0.22 -2.56  0.252

Entry 5:
Molecular formula: C3H10N3OPS
Method: DFT, ωB97M-V with the def2-TZVPD basis set

As for the HOMO-LUMO gap (alpha / beta): 8.251 / 8.356 eV. The calculation puts the HOMO energy (alpha / beta) at -0.2809 / -0.3606 hartree. Its total charge is 0. Its spin multiplicity is 3.

Last column: Mulliken spin population.
Geometry (Å):
C 2.41 1.69 -0.29  0.002
C 1.37 1.05 -0.67  0.070
C 1.45 -0.39 -1.02  -0.044
N -2.81 -0.24 -0.90  0.211
N -2.22 -1.05 1.60  0.163
N 0.86 -1.39 -0.21  0.602
O -2.01 1.38 0.74  0.212
P -1.74 -0.03 0.36  0.480
S 1.30 -1.62 1.27  0.366
H 2.34 2.73 0.09  0.001
H 3.36 1.21 -0.45  -0.001
H 0.31 1.31 -0.57  -0.017
H 2.43 -0.66 -1.15  0.015
H 0.93 -0.44 -2.09  0.004
H -3.07 -1.22 -1.16  -0.016
H -2.66 0.49 -1.57  -0.020
H -2.45 -0.55 2.42  -0.010
H -1.56 -1.82 1.82  -0.018
H 1.76 -0.47 1.78  0.001

Entry 6:
Molecular formula: C3H10N3OS
Method: DFT, ωB97M-V with the def2-TZVPD basis set

As for the HOMO-LUMO gap: 7.286 eV. The calculation puts the HOMO energy at -0.1249 hartree. Its total charge is -1.

Last column: Mulliken charge in e.
Geometry (Å):
N 1.03 -2.12 1.56  -0.288
C -0.28 -2.51 1.52  0.529
N -1.21 -1.57 1.06  -0.309
O -0.64 -3.59 1.98  -0.713
H 1.71 -2.70 1.99  0.196
H 1.23 -1.12 1.31  0.089
H -0.99 -0.51 1.14  0.067
H -2.14 -1.85 1.32  0.215
C 0.40 1.97 -1.69  -0.732
C -0.36 2.16 -0.40  -0.479
S 0.41 1.24 0.94  -0.698
N 0.58 0.57 -2.14  -0.647
H 1.41 2.37 -1.55  0.299
H -0.11 2.47 -2.46  0.429
H -1.35 1.80 -0.61  0.311
H -0.29 3.22 -0.17  0.221
H -0.27 0.14 -2.45  0.230
H 0.88 0.03 -1.34  0.279

Entry 7:
Molecular formula: C3H10N3S
Method: DFT, ωB97M-V with the def2-TZVPD basis set

As for the HOMO-LUMO gap (alpha / beta): 7.743 / 7.741 eV. The calculation puts the HOMO energy (alpha / beta) at -0.5069 / -0.5069 hartree. Its total charge is +1.

Last column: Mulliken charge in e.
Geometry (Å):
C 1.86 -0.07 0.50  -0.632
C 0.15 1.66 0.10  -0.707
C -2.68 -0.90 -0.34  -0.823
N 1.44 1.11 -0.16  -0.223
N 1.24 -1.29 -0.01  -0.479
N -0.96 0.75 -0.26  -0.162
S -1.10 -0.58 0.46  0.522
H 2.93 -0.11 0.58  0.382
H 1.51 0.10 1.61  0.345
H 0.20 1.77 1.18  0.468
H 0.16 2.44 -0.58  0.399
H -3.10 -1.81 -0.66  0.389
H -2.61 -0.14 -1.09  0.356
H -3.36 -0.59 0.50  0.338
H 1.76 1.16 -1.15  0.281
H 1.22 -2.19 0.38  0.243
H 1.34 -1.31 -1.07  0.303

Entry 8:
Molecular formula: C3H10N4
Method: DFT, ωB97M-V with the def2-TZVPD basis set

As for the HOMO-LUMO gap: 9.429 eV. The calculation puts the HOMO energy at -0.3175 hartree. As for the structure (SMILES): [H]/N=C/NC.[H]/N=C/N. Its total charge is 0.

Last column: Mulliken charge in e.
Geometry (Å):
H -1.60 -3.20 3.41  0.237
N -0.87 -2.91 2.77  -0.670
C -1.25 -1.95 2.03  0.028
N -0.58 -1.62 0.89  -0.258
C -0.74 -0.30 0.29  -0.669
H -2.09 -1.30 2.25  0.318
H 0.33 -2.05 0.85  0.286
H 0.08 -0.11 -0.39  0.131
H -1.68 -0.24 -0.26  0.288
H -0.73 0.50 1.03  0.305
H -0.27 3.17 -1.26  0.228
N -0.01 2.27 -1.65  -0.632
C 1.26 2.17 -1.63  0.048
N 1.90 1.10 -2.19  -0.396
H 1.92 2.84 -1.09  0.316
H 1.41 0.54 -2.87  0.241
H 2.90 1.08 -2.16  0.197

Entry 9:
Molecular formula: C3H10N4
Method: DFT, ωB97M-V with the def2-TZVPD basis set

As for the HOMO-LUMO gap: 8.921 eV. The calculation puts the HOMO energy at -0.6768 hartree. As for the structure (SMILES): N[NH2+]/C(N)=C\C=[NH2+]. Its total charge is +2.

Last column: Mulliken charge in e.
Geometry (Å):
N 0.95 1.90 1.26  -0.558
N 1.13 0.67 0.77  0.055
C 0.48 0.22 -0.70  0.590
N 1.25 0.86 -1.65  -0.371
C -0.62 -0.66 -0.68  -0.171
C -1.32 -1.22 0.35  0.006
N -2.34 -2.01 0.18  -0.262
H 1.67 2.52 1.03  0.236
H 0.08 2.32 1.54  0.255
H 0.72 0.01 1.38  0.270
H 2.13 0.48 0.66  0.420
H 1.38 0.47 -2.57  0.282
H 1.98 1.45 -1.44  0.206
H -0.91 -1.06 -1.70  0.253
H -1.07 -1.07 1.42  0.269
H -2.97 -2.46 0.84  0.285
H -2.54 -2.42 -0.70  0.234

Entry 10:
Molecular formula: C3H10N4O
Method: DFT, ωB97M-V with the def2-TZVPD basis set

As for the HOMO-LUMO gap: 8.047 eV. The calculation puts the HOMO energy at -0.3060 hartree. Its total charge is 0.

Last column: Mulliken charge in e.
Geometry (Å):
C -2.63 -0.23 0.22  -0.436
C 0.29 0.08 0.30  0.249
C 0.20 2.26 -0.21  -1.055
H -2.22 -0.08 1.86  0.226
H -2.63 1.24 -0.77  0.206
H -3.62 -1.15 -0.20  0.223
H 0.18 -1.91 -0.07  0.315
H 2.14 0.76 0.36  0.363
H 3.74 -1.16 -0.09  0.306
H 2.31 -0.65 -1.50  0.255
H -0.46 3.05 -0.84  0.190
H 1.14 2.20 -0.75  0.318
H 0.36 2.77 0.80  0.312
N -0.31 -1.12 0.20  -0.169
N 1.74 -0.09 0.61  -0.227
N 2.46 -1.06 -0.30  -0.672
N -0.40 1.11 -0.06  -0.123
O -1.56 -1.20 -0.48  -0.280

Entry 11:
Molecular formula: C3H10N4S
Method: DFT, ωB97M-V with the def2-TZVPD basis set

As for the HOMO-LUMO gap: 8.952 eV. The calculation puts the HOMO energy at -0.3070 hartree. As for the structure (SMILES): [H]/N=C(/NNC)N(C)S. Its total charge is 0.

Last column: Mulliken charge in e.
Geometry (Å):
H -2.22 1.84 -0.31  0.277
N -1.26 2.08 -0.75  -0.692
C -0.54 1.04 -0.38  0.414
N 0.87 1.06 -0.57  -0.098
N 1.72 0.65 0.48  -0.491
C 2.72 -0.48 0.13  -0.599
N -0.97 -0.31 0.22  -0.186
C -2.29 -0.63 0.70  -1.037
S -0.22 -1.55 -0.83  -0.164
H 1.37 2.01 -0.90  0.332
H 0.93 0.27 1.16  0.351
H 2.41 -1.66 -0.22  0.147
H 3.41 -0.18 -0.91  0.223
H 3.40 -0.62 1.06  0.297
H -2.53 0.20 1.46  0.357
H -3.19 -0.57 0.11  0.377
H -2.11 -1.56 1.24  0.329
H -1.51 -1.59 -1.65  0.163

Entry 12:
Molecular formula: C3H10N5
Method: DFT, ωB97M-V with the def2-TZVPD basis set

As for the HOMO-LUMO gap (alpha / beta): 8.392 / 8.400 eV. The calculation puts the HOMO energy (alpha / beta) at -0.4992 / -0.4993 hartree. Its total charge is +1.

Last column: Mulliken charge in e.
Geometry (Å):
C -0.56 -1.87 0.17  0.040
C 0.84 -1.35 0.10  -0.509
C 0.88 0.14 -0.32  -0.169
N -1.69 -1.40 -0.04  -0.314
N -0.28 0.91 0.15  -0.387
N 2.09 0.87 0.11  -0.585
N -2.53 0.96 0.35  -0.622
N -1.51 0.56 -0.38  0.356
H -0.78 -2.82 0.55  0.464
H 1.50 -1.63 1.04  0.327
H 1.37 -1.94 -0.65  0.326
H 0.85 0.21 -1.45  0.338
H -0.30 1.03 1.23  0.348
H 2.95 0.46 -0.10  0.267
H 1.93 0.86 1.16  0.309
H -2.81 1.83 0.02  0.249
H -3.24 0.25 0.35  0.303
H -1.30 0.75 -1.33  0.259

Calculated values (kJ/mol) of energy above the lowest of the compared OMol25 structures with the same formula, charge and spin for the records, taken in order: 123.6 415.6 165.2 226.6 0.0 27.4 409.0 56.4 308.0 1441.7 385.0 525.3.